Computed, not measured: a structure of composition C27H35KN6O3, with ωB97M-V/def2-TZVPD.

Electronic energy = -2203.94782 hartree
HOMO level = -6.23 eV
Strongest force on any atom = 1.6 eV/Å
Total charge = 0

Last column: Löwdin charge in e.
Geometry (Å):
1 O -0.51843 0.36627 -2.21165  -0.27
2 C 4.82638 -1.67515 -1.61209  -0.12
3 H -4.36290 2.96268 -1.29849  0.13
4 H -3.20072 -3.37130 -0.45253  0.11
5 H -0.25862 1.66571 -4.41910  0.10
6 H 5.26011 0.09767 0.40771  0.13
7 C 1.37080 -0.80151 5.71848  -0.14
8 C -2.52255 -1.77653 -2.21262  -0.12
9 C -1.88854 4.05257 -1.02799  -0.05
10 N 2.16515 -2.90353 0.16378  0.18
11 C -2.72942 -2.48635 0.00564  -0.23
12 C -2.80839 -1.20510 -4.56483  -0.08
13 H -1.78491 4.70913 1.50947  0.13
14 C -2.95372 1.54202 -0.35400  -0.13
15 C -1.73536 2.50120 1.46290  -0.14
16 C -1.65861 0.59179 -5.63352  -0.12
17 H -3.36244 0.75606 0.27987  0.13
18 H -3.51678 -2.02767 -4.60649  0.10
19 N -2.30706 -1.52453 -0.98469  -0.04
20 C 6.04727 -2.54108 -1.32602  -0.19
21 H -0.73261 2.59731 1.87383  0.11
22 C 6.15037 -1.79668 0.89845  -0.18
23 H -3.08180 -0.69721 -6.62890  0.09
24 N -3.00973 3.97545 -0.03316  -0.10
25 H 5.82682 -2.77729 1.27312  0.13
26 C 0.56338 0.14537 3.13593  -0.40
27 H -3.47062 -2.00644 0.65636  0.11
28 O 0.28740 0.59002 1.97312  -0.25
29 C 3.06657 -2.22003 -0.07677  -0.29
30 C 0.32162 -1.21057 3.55732  -0.15
31 O 6.85794 -1.95593 -0.32082  -0.13
32 H -1.93842 -3.77774 1.52731  0.11
33 C -1.57263 -2.96104 0.88669  -0.24
34 C 1.54294 0.54193 5.36191  -0.12
35 H 6.84899 -1.35580 1.60771  0.13
36 H -2.33276 4.04307 -2.02277  0.13
37 C -2.17628 -0.93420 -3.34354  -0.15
38 H -3.56950 4.82019 -0.10108  0.18
39 H 4.16696 -2.15814 -2.33067  0.13
40 C 4.93271 -0.90104 0.70544  -0.11
41 H -0.02458 3.11450 -0.35132  0.14
42 H -0.35637 -3.20204 3.09452  0.12
43 H 1.69663 -1.15912 6.68664  0.08
44 H -1.45639 1.18469 -6.51899  0.09
45 N -1.01123 -1.87868 1.65815  -0.07
46 C 1.15373 0.99575 4.12578  -0.04
47 N -1.64221 1.91240 0.13775  -0.21
48 H 1.99276 1.23155 6.06828  0.09
49 C -2.57667 -0.46215 -5.70134  -0.13
50 H -4.64243 2.73565 0.43508  0.13
51 H 4.34994 -0.82750 1.62216  0.14
52 H -3.29084 3.95725 2.05965  0.13
53 H -0.78200 2.27399 -1.70705  0.10
54 K -0.24406 -0.32095 -0.05337  0.82
55 C -3.87737 2.79093 -0.33883  -0.05
56 C -0.98150 2.82021 -0.78469  -0.13
57 H -2.26977 1.81230 2.11659  0.14
58 N 4.09537 -1.43376 -0.36709  -0.10
59 H 1.30763 2.03463 3.85052  0.09
60 H -2.84705 1.13154 -1.35741  0.12
61 H 5.71584 -3.53809 -1.00459  0.13
62 C -0.37806 -2.16254 2.72510  -0.13
63 H 6.67175 -2.64007 -2.21253  0.13
64 C -1.19281 0.11248 -3.26619  -0.41
65 C -2.46109 3.86815 1.35939  -0.05
66 C -0.99533 0.87009 -4.46330  -0.04
67 H -0.78927 -3.36978 0.23495  0.11
68 C 0.76388 -1.64440 4.81461  -0.08
69 H 0.60562 -2.68584 5.08007  0.10
70 H -1.36728 4.99853 -0.88498  0.13
71 H -3.05277 -2.70460 -2.49036  0.12
72 H 5.14334 -0.70876 -2.01051  0.13

Computed, not measured: a structure of composition C27H35KN6O8, with ωB97M-V/def2-TZVPD.

Electronic energy = -2580.36664 hartree
HOMO level = -2.87 eV
Strongest force on any atom = 4.3 eV/Å
Total charge = -2

Last column: Löwdin charge in e.
Geometry (Å):
1 H 1.97684 4.78067 0.96824  0.11
2 O -1.06941 2.83251 1.03246  0.00
3 C 2.82538 4.15123 0.69698  -0.10
4 C -2.32474 -0.45625 3.28083  -0.22
5 H -1.62840 -2.69627 -2.68579  0.07
6 C -0.68179 -1.11936 -3.83803  -0.63
7 O -4.00983 -1.62275 2.09680  -0.04
8 H -2.18503 3.76630 -0.79545  0.08
9 C -1.70791 -3.83413 2.05793  -0.48
10 C -2.84096 -1.67780 2.52671  -0.49
11 H -2.19374 0.06726 -3.17662  0.08
12 C 0.54854 -5.72046 -0.32813  -0.09
13 H 1.31550 -2.51364 -1.04574  0.08
14 H 4.03025 2.57780 -0.99145  0.14
15 C 1.18789 -4.66217 -0.95598  -0.07
16 C -2.77454 1.68826 4.23994  -0.08
17 H 1.39395 2.62210 -0.07463  0.14
18 H -1.70948 0.90202 1.20287  0.12
19 C -0.68151 -0.60019 -5.27667  -0.07
20 H -0.99538 2.83861 4.64241  0.10
21 H -1.19576 -3.18268 -4.33032  0.08
22 H 0.74121 -1.95361 -2.43479  0.03
23 C -3.12252 3.21435 -0.78330  -0.06
24 C -1.58195 -2.35994 -3.72417  -0.05
25 H -2.59903 -2.13134 -4.05811  0.07
26 O 5.67844 -0.39095 0.91201  -0.02
27 H 1.37918 -0.60066 -3.34902  0.08
28 H -1.69183 -0.32088 -5.59142  0.07
29 H -3.73707 0.54188 -1.25395  0.07
30 H -0.04635 0.28333 -5.33458  0.08
31 C 2.35905 2.70982 0.41413  -0.28
32 H 4.81417 4.22529 1.67612  0.10
33 H 3.45441 4.44316 2.78452  0.10
34 N -1.01121 -0.08442 -1.60783  0.04
35 C 3.02467 0.72514 -1.10964  -0.65
36 C 0.84112 -3.37277 -0.57800  -0.15
37 C 0.73866 -1.47992 -3.41613  -0.04
38 H -4.85053 1.21517 -0.03310  0.09
39 N -1.91346 -2.55484 2.25218  0.18
40 H -3.46204 2.46250 4.56095  0.10
41 N -1.00826 -0.28135 3.39407  0.13
42 H 3.89258 2.01594 3.06055  0.15
43 H -3.90362 3.85013 -0.35174  0.08
44 H 5.43535 2.07569 0.79323  0.14
45 O -2.19444 -4.79711 2.67167  -0.02
46 O 3.76462 0.34462 -2.02520  0.00
47 C -0.39330 -5.44595 0.64870  -0.02
48 N -0.06606 -3.10123 0.35547  0.13
49 C -0.67027 -4.11964 0.97121  -0.18
50 H 1.94184 -4.83019 -1.71395  0.10
51 O 1.86942 0.28050 -0.83720  -0.26
52 C 3.50930 1.94689 -0.27132  -0.11
53 H 0.51037 0.98944 3.94040  0.11
54 K 1.79382 -0.17355 1.28678  0.90
55 C -1.83242 1.91051 0.78617  -0.33
56 H -3.39751 2.95030 -1.80693  0.08
57 C 3.66963 2.39039 2.06514  -0.28
58 H -3.57971 0.08365 0.44985  0.07
59 C -3.81868 0.90595 -0.22496  -0.06
60 H -0.03620 0.12162 -1.39719  0.04
61 H -1.19403 -1.02461 -1.25260  0.07
62 O 2.30368 2.15163 1.72949  -0.17
63 H 1.17686 -2.17718 -4.13358  0.09
64 C -1.40593 1.89814 4.30010  -0.08
65 H -0.91774 -6.23025 1.17615  0.10
66 O 3.79494 -0.32371 2.12986  -0.23
67 C 4.65590 0.16066 1.34274  -0.68
68 C -0.56830 0.87372 3.88504  -0.14
69 H -4.29868 0.27782 3.62683  0.11
70 C -3.24369 0.49072 3.72874  -0.03
71 C 4.43998 1.66186 0.95214  -0.11
72 N -1.19609 -0.00772 -3.01456  -0.08
73 H 0.78313 -6.74557 -0.59151  0.09
74 H -0.30365 -1.36107 -5.96403  0.07
75 C 3.78907 3.91760 1.88773  -0.11
76 H 3.32613 4.59431 -0.16464  0.10
77 N -2.92278 2.01469 -0.00488  -0.19

What did we get for ΔE to the lowest compared entry with this formula, charge and spin? Answer: 7.6 58.6 kcal per mole, in the order shown.
What did we get for HOMO-LUMO gap? Answer: 5.62 7.04 eV, in the order shown.